No. 1
Molecular formula: C6H18ClMnO6
Method: DFT, wB97M-V/def2-TZVPD

```
! wB97M-V def2-TZVPD RIJCOSX def2/J DEFGRID3
* xyz 1 6
Cl 0.538 0.606 -1.511
Mn -0.645 1.014 -3.055
H -1.958 -0.184 0.123
H 2.811 -2.727 -1.505
H -1.289 -1.761 -0.351
O -1.055 -2.548 2.202
H 3.479 -2.667 0.134
H -1.730 -0.674 2.476
O 1.590 -1.740 -0.112
O -0.574 3.487 1.351
O -0.025 -0.341 0.565
O 3.048 -0.438 -2.208
H -1.267 3.477 -0.566
C 3.663 -0.931 -1.036
H 3.647 -0.146 -0.279
H 0.962 -1.798 -0.836
C -1.878 -1.430 1.705
H -1.540 1.074 1.217
H 0.207 -0.159 -0.348
H -3.618 2.554 0.011
O -3.224 2.260 0.836
H -1.391 3.932 1.587
C 2.859 -2.137 -0.590
H 4.690 -1.196 -1.284
H -2.932 -1.702 1.648
H 2.204 -0.028 -2.009
C -1.940 1.700 0.420
C -0.822 2.808 0.171
C -1.305 -1.001 0.430
H -0.412 -2.617 1.493
H -2.124 1.024 -0.415
H 0.034 2.294 -0.265
*
```

HOMO energy (spin up / spin down): -12.52 / -12.50 eV
ΔE to the lowest compared entry with this formula, charge and spin: 585.9 kJ/mol
frontier orbital gap (spin up / spin down): 4.78 / 4.42 eV

=====

No. 2
Molecular formula: C6H18ClMnO8P2
Method: DFT, wB97M-V/def2-TZVPD

```
! wB97M-V def2-TZVPD RIJCOSX def2/J DEFGRID3
* xyz 1 6
C 16.537 -10.302 -14.139
H 14.247 -4.701 -15.875
H 17.311 -10.434 -9.290
H 18.586 -7.582 -14.900
C 13.205 -10.484 -11.182
O 15.994 -7.950 -12.274
Cl 19.277 -7.812 -11.973
P 17.557 -5.028 -15.131
O 14.008 -9.324 -11.431
H 13.489 -11.278 -11.866
C 16.772 -9.634 -9.789
O 18.340 -5.932 -16.192
H 15.108 -5.563 -17.166
P 15.438 -9.304 -12.047
O 17.326 -5.730 -13.836
H 19.795 -4.114 -13.588
C 18.545 -7.349 -15.962
H 17.815 -7.984 -16.462
H 17.416 -8.785 -10.013
O 15.383 -10.232 -13.318
C 15.113 -5.320 -16.109
H 15.015 -6.186 -15.454
H 16.835 -11.341 -14.326
C 19.764 -3.702 -14.599
H 20.351 -4.330 -15.267
O 16.251 -4.478 -15.848
O 18.406 -3.731 -15.073
H 17.448 -9.868 -13.726
H 15.902 -9.353 -9.188
O 16.264 -10.220 -11.009
H 20.194 -2.709 -14.523
H 12.163 -10.196 -11.295
H 16.354 -9.976 -15.162
H 19.520 -7.509 -16.422
H 13.280 -10.848 -10.157
Mn 17.373 -6.330 -11.895
*
```

HOMO energy (spin up / spin down): -13.15 / -13.20 eV
frontier orbital gap (spin up / spin down): 8.74 / 8.68 eV

=====

No. 3
Molecular formula: C6H18FO3Pb
Method: DFT, wB97M-V/def2-TZVPD

```
! wB97M-V def2-TZVPD RIJCOSX def2/J DEFGRID3
* xyz 1 1
C 0.475 -2.779 -2.918
O 1.154 2.282 0.670
H 1.717 1.769 -1.270
H 3.447 3.568 0.534
F 0.197 -0.181 1.409
H 3.888 3.032 -1.118
H 1.211 -2.199 -3.471
O 1.165 -1.722 -0.859
C 3.066 3.231 -0.430
H -1.303 -0.724 0.708
H -0.675 -2.518 -0.996
H 0.829 -1.232 -0.101
H 2.766 1.217 0.098
H 0.764 1.430 0.894
H -2.172 -0.226 2.952
H -0.443 -2.887 -3.496
Pb 1.395 -0.581 3.535
H -4.080 -0.109 0.618
H -0.393 -1.128 -2.087
C 2.148 2.028 -0.302
H -3.729 -1.080 2.752
C 0.038 -2.046 -1.672
H 2.545 4.076 -0.884
C -3.087 0.004 1.052
H 0.879 -3.754 -2.642
H -3.657 0.685 3.078
C -3.191 -0.153 2.559
H -2.743 1.011 0.805
O -2.214 -1.015 0.582
*
```

HOMO energy: -12.26 eV
ΔE to the lowest compared entry with this formula, charge and spin: 0.0 kJ/mol
frontier orbital gap: 3.96 eV

=====

No. 4
Molecular formula: C6H18InO6
Method: DFT, wB97M-V/def2-TZVPD

```
! wB97M-V def2-TZVPD RIJCOSX def2/J DEFGRID3
* xyz 3 1
H 4.586 1.091 1.994
O 3.029 0.282 0.853
H 3.188 2.089 1.908
C 4.409 2.152 0.101
O 5.417 1.477 -0.536
H -2.928 0.054 2.793
C -2.948 0.942 2.147
H -1.484 2.171 2.606
H -3.748 1.219 0.101
H 4.775 3.126 0.448
C 3.784 1.392 1.312
H 5.032 0.824 -1.148
H 0.322 -3.578 -0.927
H -1.360 -3.728 -2.180
H 3.566 2.378 -0.567
H -2.219 -2.759 -1.021
O -1.664 1.478 1.950
H -0.484 -1.606 -3.316
H -1.311 0.343 -2.541
H -3.661 1.606 2.640
H -3.110 -1.104 -0.308
O -2.631 -0.536 0.315
C -3.534 0.450 0.856
C -1.305 -1.601 -2.574
H -2.226 -1.527 -3.175
C -1.316 -2.780 -1.642
H -4.509 -0.028 1.006
O -0.172 -2.756 -0.799
O -1.193 -0.359 -1.874
H 3.573 -0.502 1.060
In 0.124 -0.209 0.518
*
```

HOMO energy: -20.06 eV
ΔE to the lowest compared entry with this formula, charge and spin: 309.3 kJ/mol
frontier orbital gap: 3.00 eV

=====

Q: What is the formula in the third record?
A: C6H18FO3Pb